Computed, not measured: 2 unconnected molecules or ions with the total composition C4H10O3S, with ωB97M-V/def2-TZVPD.

HOMO energy (eV): -9.078
E (eV): -21287.25222
Frontier orbital gap (eV): 9.77
SMILES: O=COCCCS.O

The geometry in XYZ format:
```
18
C4H10O3S ωB97M-V/def2-TZVPD
O -0.001 2.461 0.365
C 0.507 1.956 1.373
O 0.899 0.641 1.540
C 0.785 -0.151 0.429
C -0.296 -1.194 0.688
C -0.280 -2.214 -0.450
S -1.738 -3.248 -0.515
H 0.622 2.485 2.340
H 1.827 -0.494 0.275
H 0.459 0.359 -0.498
H -1.236 -0.609 0.708
H -0.123 -1.588 1.707
H 0.620 -2.858 -0.446
H -0.323 -1.703 -1.432
H -2.694 -2.323 -0.284
O 0.376 2.517 -2.183
H 0.138 3.443 -2.415
H 0.457 2.521 -1.202
```

Mulliken atomic charge list, values in e, 5 entries:
1. O -0.58
2. C 0.18
3. O -0.27
4. C -0.28
5. C -0.49

***

Computed, not measured: 2 unconnected molecules or ions with the total composition C4H10O4, with ωB97M-V/def2-TZVPD.

HOMO energy (eV): -9.324
E (eV): -12499.57545
Frontier orbital gap (eV): 10.03
SMILES: C=C(C)O.OC(O)O

The geometry in XYZ format:
```
18
C4H10O4 ωB97M-V/def2-TZVPD
C 0.600 0.203 1.919
C -0.576 -0.242 1.485
C -0.824 -1.646 1.026
O -1.633 0.617 1.403
H 1.440 -0.459 2.023
H 0.718 1.220 2.249
H 0.009 -2.287 1.289
H -1.729 -2.044 1.481
H -0.940 -1.664 -0.060
H -2.403 0.158 1.049
O 0.200 1.739 -2.629
C 0.318 0.796 -1.634
O 0.405 -0.500 -2.135
O 1.430 1.099 -0.862
H 1.090 1.967 -2.938
H -0.619 0.829 -1.062
H 1.211 -0.584 -2.659
H 1.303 0.796 0.053
```

Mulliken atomic charge list, values in e, 5 entries:
1. C -1.38
2. C 0.93
3. C -1.24
4. O -0.51
5. H 0.39

***

Computed, not measured: a molecular structure, C4H10O4, with ωB97M-V/def2-TZVPD.

HOMO energy (eV): -10.189
E (eV): -12498.53637
Frontier orbital gap (eV): 10.83

The geometry in XYZ format:
```
18
C4H10O4 ωB97M-V/def2-TZVPD
C -1.705 1.492 -0.682
C -0.961 0.759 -1.791
O -1.227 1.155 0.621
H -1.334 0.202 0.750
H -2.782 1.296 -0.758
H -1.565 2.571 -0.778
H -1.320 1.076 -2.773
H 0.111 0.958 -1.733
H -1.109 -0.321 -1.710
C 1.816 0.058 1.261
C 0.415 -2.088 0.720
O 1.602 -1.097 0.415
O 1.119 -3.134 0.679
O -0.696 -1.716 0.896
H 2.026 -2.227 0.529
H 0.939 0.699 1.176
H 1.973 -0.253 2.296
H 2.697 0.569 0.881
```

Mulliken atomic charge list, values in e, 5 entries:
1. C -0.29
2. C -0.88
3. O -0.51
4. H 0.31
5. H 0.29

***

Computed, not measured: a molecular structure, C4H10O6P2, with ωB97M-V/def2-TZVPD.

HOMO energy (eV): -8.925
E (eV): -35169.53802
Frontier orbital gap (eV): 8.94

The geometry in XYZ format:
```
22
C4H10O6P2 ωB97M-V/def2-TZVPD
C 1.405 -1.464 -0.578
C 1.676 0.022 -0.001
C -0.173 -1.563 -0.464
C -1.380 1.307 1.254
O 1.745 -2.416 0.342
O 2.522 0.865 -0.703
O -0.358 -1.042 0.900
O -1.993 2.424 0.783
O 0.046 2.169 -0.672
O -2.605 -1.228 -0.668
P -0.088 0.676 0.042
P -1.380 -0.470 -1.357
H 1.756 -1.733 -1.535
H 1.984 -0.129 1.019
H -0.476 -2.607 -0.862
H -0.832 1.507 2.125
H 1.080 -2.330 0.991
H 2.307 1.180 -1.551
H -2.247 0.576 1.155
H -1.277 3.119 0.782
H 0.774 2.523 -1.289
H -2.489 -1.388 0.289
```

Mulliken atomic charge list, values in e, 5 entries:
1. C -0.26
2. C -0.13
3. C -0.03
4. C -0.58
5. O -0.58

***

Computed, not measured: 2 unconnected molecules or ions with the total composition C4H10OS, with ωB97M-V/def2-TZVPD.

HOMO energy (eV): -8.870
E (eV): -17191.59457
Frontier orbital gap (eV): 9.79
SMILES: C=CO.CCS

The geometry in XYZ format:
```
16
C4H10OS ωB97M-V/def2-TZVPD
C 0.970 -0.174 2.787
C 0.907 -1.155 1.887
O 1.960 -1.451 1.055
H 0.154 -0.203 3.501
H 1.843 0.440 2.933
H -0.020 -1.689 1.734
H 2.756 -1.444 1.565
C 0.711 0.678 -1.717
C -0.709 0.260 -2.085
S -1.919 0.776 -0.783
H 0.877 1.732 -1.959
H 1.020 0.544 -0.687
H 1.420 0.135 -2.351
H -0.837 -0.819 -2.059
H -0.949 0.685 -3.051
H -1.903 2.075 -1.094
```

Mulliken atomic charge list, values in e, 5 entries:
1. C -0.70
2. C 0.06
3. O -0.49
4. H 0.23
5. H 0.29

***

Computed, not measured: C4H10OS in the gas phase, with ωB97M-V/def2-TZVPD.

HOMO energy (eV): -8.879
E (eV): -17191.63471
Frontier orbital gap (eV): 9.57
SMILES: C[C@H](S)CCO

The geometry in XYZ format:
```
16
C4H10OS ωB97M-V/def2-TZVPD
C -1.084 -1.199 0.895
C 0.301 -0.581 0.682
S 1.160 -0.354 2.244
C 0.192 0.708 0.010
C 0.024 0.721 -1.513
O 0.878 -0.244 -2.103
H -1.588 -1.224 -0.070
H -0.931 -2.206 1.241
H -1.726 -0.615 1.648
H 0.988 -1.187 -0.087
H 0.809 0.883 2.693
H -0.587 1.380 0.519
H 1.120 1.287 0.246
H -1.137 0.597 -1.743
H 0.316 1.766 -1.738
H 1.266 0.268 -2.925
```

Mulliken atomic charge list, values in e, 5 entries:
1. C -1.16
2. C 0.42
3. S -0.29
4. C -1.00
5. C -0.45

***

Computed, not measured: 2 unconnected molecules or ions with the total composition C4H10OS, with ωB97M-V/def2-TZVPD.

Spin multiplicity: 2
Net charge: +1
HOMO energy (spin up / spin down) (eV): -12.282 / -12.175
E (eV): -17181.75955
Frontier orbital gap (spin up / spin down) (eV): 8.18 / 3.05

The geometry in XYZ format:
```
16
C4H10OS ωB97M-V/def2-TZVPD
C 1.363 -0.155 2.375
C 0.625 -0.617 1.110
S 1.807 -0.782 -0.282
H 2.053 -0.871 2.783
H 2.074 0.632 2.084
H 0.749 0.349 3.135
H -0.177 0.126 0.884
H 0.094 -1.570 1.210
H 1.524 0.447 -0.867
C -2.923 0.371 -0.422
C -1.746 0.326 -1.169
O -1.179 1.461 -1.560
H -3.659 -0.447 -0.663
H -3.035 1.121 0.354
H -1.419 -0.577 -1.675
H -1.849 2.163 -1.624
```

Mulliken atomic charge list, values in e, 5 entries:
1. C -1.13
2. C -0.13
3. S 0.25
4. H 0.36
5. H 0.36

***

Computed, not measured: 2 unconnected molecules or ions with the total composition C4H10S, with ωB97M-V/def2-TZVPD.

Spin multiplicity: 2
Net charge: -1
HOMO energy (spin up / spin down) (eV): -2.855 / -2.432
E (eV): -15144.19980
Frontier orbital gap (spin up / spin down) (eV): 6.75 / 6.31

The geometry in XYZ format:
```
15
C4H10S ωB97M-V/def2-TZVPD
C -1.364 -0.784 1.001
C -0.479 0.367 0.443
C -0.101 0.410 -1.048
C 1.423 0.242 -1.389
S 1.196 0.060 3.176
H -0.689 -1.620 1.245
H -1.750 -0.524 1.978
H -2.146 -1.262 0.430
H 0.358 0.111 1.242
H -0.784 1.385 0.715
H -0.504 1.293 -1.591
H -0.574 -0.448 -1.554
H 2.033 1.043 -0.943
H 1.411 0.427 -2.471
H 1.968 -0.699 -1.232
```

Mulliken atomic charge list, values in e, 5 entries:
1. C -1.22
2. C 0.07
3. C -0.45
4. C -1.07
5. S -0.78

***

Computed, not measured: a gas-phase ion, C4H10S (charge -1), with ωB97M-V/def2-TZVPD.

Spin multiplicity: 2
Net charge: -1
HOMO energy (spin up / spin down) (eV): 1.262 / -4.771
E (eV): -15143.67210
Frontier orbital gap (spin up / spin down) (eV): 2.45 / 8.72

The geometry in XYZ format:
```
15
C4H10S ωB97M-V/def2-TZVPD
C -1.034 -0.080 -1.790
C -1.810 0.329 -0.529
C -0.941 0.490 0.727
C 0.088 -0.608 0.911
S 1.877 0.005 0.396
H -0.170 0.564 -1.975
H -0.757 -1.119 -1.854
H -1.651 0.098 -2.685
H -2.561 -0.446 -0.361
H -2.290 1.274 -0.793
H -1.600 0.517 1.594
H -0.509 1.494 0.735
H -0.021 -1.385 0.177
H 0.246 -0.950 1.923
H 2.449 -0.403 1.532
```

Mulliken atomic charge list, values in e, 5 entries:
1. C -1.43
2. C -0.89
3. C -1.11
4. C -0.64
5. S -1.16

***

Computed, not measured: 2 unconnected molecules or ions with the total composition C4H10S, with ωB97M-V/def2-TZVPD.

HOMO energy (eV): -8.904
E (eV): -15144.12436
Frontier orbital gap (eV): 9.88
SMILES: C=C.CCS

The geometry in XYZ format:
```
15
C4H10S ωB97M-V/def2-TZVPD
C 1.380 2.296 1.082
C 1.974 1.458 1.907
H 1.856 2.707 0.200
H 0.399 2.708 1.276
H 3.015 1.203 1.754
H 1.550 1.081 2.825
C -1.459 -1.642 -0.005
C -1.030 -0.855 -1.261
S -0.484 -1.944 -2.598
H -1.140 -2.680 -0.069
H -2.509 -1.537 0.243
H -0.897 -1.231 0.840
H -1.818 -0.183 -1.593
H -0.164 -0.267 -0.983
H -0.673 -1.114 -3.617
```

Mulliken atomic charge list, values in e, 5 entries:
1. C -0.50
2. C -0.43
3. H 0.23
4. H 0.24
5. H 0.22

***

Computed, not measured: a gas-phase ion, C4H10S2 (charge -1), with ωB97M-V/def2-TZVPD.

Spin multiplicity: 2
Net charge: -1
HOMO energy (spin up / spin down) (eV): -0.123 / -2.527
E (eV): -25979.74795
Frontier orbital gap (spin up / spin down) (eV): 4.16 / 6.42

The geometry in XYZ format:
```
16
C4H10S2 ωB97M-V/def2-TZVPD
C 0.515 0.262 -1.069
C -0.095 -0.328 -2.281
C 0.875 -0.676 0.111
S -0.517 -1.808 0.492
S -1.880 -0.381 1.627
C -0.866 0.825 2.466
H 0.012 1.187 -0.733
H 1.550 0.520 -1.311
H 0.542 -1.094 -2.757
H -0.171 0.448 -3.058
H -1.104 -0.756 -2.250
H 1.285 -0.039 0.884
H 1.770 -1.268 -0.179
H -0.914 1.813 2.032
H 0.136 0.422 2.487
H -1.138 0.872 3.540
```

Mulliken atomic charge list, values in e, 5 entries:
1. C -0.18
2. C -1.12
3. C -0.82
4. S -0.43
5. S -0.40

***

Computed, not measured: C4H10S2 in the gas phase, with ωB97M-V/def2-TZVPD.

HOMO energy (eV): -7.741
E (eV): -25979.90712
Frontier orbital gap (eV): 8.40
SMILES: CCSSCC

The geometry in XYZ format:
```
16
C4H10S2 ωB97M-V/def2-TZVPD
C 2.187 1.729 -0.284
C 2.156 0.398 0.415
S 0.427 -0.032 0.862
S -0.235 -0.434 -1.070
C -1.743 -1.438 -0.577
C -2.601 -0.667 0.483
H 3.262 1.934 -0.255
H 1.745 1.695 -1.270
H 1.620 2.477 0.259
H 2.372 -0.429 -0.293
H 2.861 0.384 1.265
H -1.161 -2.330 -0.255
H -2.289 -1.581 -1.557
H -3.350 -1.378 0.751
H -2.104 -0.435 1.393
H -3.147 0.107 0.133
```

Mulliken atomic charge list, values in e, 5 entries:
1. C -0.89
2. C -0.56
3. S -0.11
4. S -0.13
5. C -0.47